Density functional theory data (ωB97M-V/def2-TZVPD) for 7 unconnected molecules or ions with the total composition C11H36ClNO8P in a non-equilibrium geometry.

Properties
- maximum force (eV/A) = 2.3
- net charge = +1
- E (eV) = -51663.46386
- HOMO-LUMO gap (eV) = 8.7667
- HOMO (eV) = -11.89

Geometry (Å):
C1 -0.338 0.137 -0.415
C2 -0.297 0.661 -1.850
C3 -1.588 0.402 -2.603
Cl1 -1.364 0.640 -4.358
P1 -2.955 1.507 -2.170
N1 -2.893 2.083 -0.607
C4 -4.478 0.599 -2.493
C5 -4.441 -0.619 -1.578
O1 -4.342 -0.478 -0.364
O2 -4.415 -1.828 -2.180
H1 0.587 -0.385 -0.217
H2 -0.405 0.923 0.317
H3 -1.127 -0.590 -0.263
H4 -0.002 1.702 -1.882
H5 0.474 0.130 -2.390
H6 -1.884 -0.626 -2.443
H7 -2.985 2.600 -3.038
H8 -2.956 3.097 -0.617
H9 -3.737 1.762 -0.131
H10 -4.494 0.292 -3.530
H11 -5.340 1.200 -2.246
H12 -5.241 -2.004 -2.637
C6 -4.141 5.522 -4.334
O3 -4.598 4.746 -3.217
H13 -3.114 5.234 -4.537
H14 -4.747 5.325 -5.219
H15 -4.169 6.587 -4.103
H16 -5.504 5.006 -3.037
C7 -1.889 0.142 2.723
O4 -1.714 1.474 2.241
H17 -1.556 0.120 3.754
H18 -2.941 -0.156 2.683
H19 -1.282 -0.555 2.141
H20 -1.993 1.501 1.324
C8 0.984 -0.599 4.774
O5 1.089 -1.391 3.585
H21 1.150 0.441 4.505
H22 -0.010 -0.701 5.214
H23 1.737 -0.904 5.504
H24 0.940 -2.304 3.837
C9 4.190 -3.362 5.272
O6 4.213 -1.939 5.325
H25 4.545 -3.731 6.230
H26 3.175 -3.737 5.106
H27 4.846 -3.739 4.484
H28 3.899 -1.612 4.478
C10 3.903 -1.259 0.222
O7 2.738 -0.423 0.189
H29 4.303 -1.323 -0.785
H30 4.663 -0.828 0.877
H31 3.645 -2.262 0.571
H32 2.400 -0.370 1.087
C11 6.821 -2.871 -1.996
O8 5.995 -1.770 -2.377
H33 7.361 -2.579 -1.099
H34 6.220 -3.757 -1.775
H35 7.542 -3.111 -2.780
H36 5.522 -2.024 -3.171